1.
C41H97IN12O14Si2 | wB97M-V/def2-TZVPD

Each line ends with the Löwdin charge.
Element x y z (Å)
C  7.156  2.666  -2.781  -0.07
C  6.344  3.417  -3.799  -0.21
O  4.977  2.948  -3.698  -0.06
C  4.280  2.826  -4.842  -0.51
O  4.373  3.621  -5.745  0.11
C  3.382  1.626  -4.890  -0.10
C  1.892  1.984  -4.972  -0.22
C  1.066  1.880  -3.683  -0.30
Si  1.743  2.481  -2.058  0.06
I  1.062  0.790  -0.403  0.53
O  1.075  3.903  -1.596  -0.46
Si  1.821  5.381  -1.596  0.51
C  1.701  6.157  -3.275  -0.30
C  2.030  7.659  -3.285  -0.35
N  3.317  7.907  -3.930  -0.01
H  7.061  1.597  -2.959  0.08
H  6.774  2.875  -1.782  0.08
H  8.204  2.938  -2.849  0.05
H  6.690  3.237  -4.814  0.12
H  6.353  4.492  -3.619  0.12
H  3.641  1.137  -5.828  0.11
H  3.600  0.917  -4.094  0.13
H  1.797  2.970  -5.428  0.11
H  1.451  1.280  -5.673  0.09
H  0.750  0.846  -3.537  0.04
H  0.144  2.452  -3.821  0.08
H  3.204  2.576  -1.949  -0.01
H  1.125  6.217  -0.589  -0.02
H  3.235  5.206  -1.183  -0.01
H  0.677  5.985  -3.616  0.08
H  2.360  5.646  -3.980  0.07
H  2.009  8.048  -2.258  0.08
H  1.276  8.199  -3.853  0.10
H  4.088  7.603  -3.350  0.07
H  3.445  8.889  -4.131  0.06
C  -3.477  -1.215  -3.792  -0.01
C  -2.194  -0.638  -3.245  -0.53
O  -1.117  -0.807  -3.807  0.01
N  -2.244  0.095  -2.109  0.01
C  -3.387  0.460  -1.301  -0.07
H  -3.256  -1.759  -4.703  0.07
H  -3.937  -1.900  -3.080  0.08
H  -4.202  -0.432  -4.018  0.09
H  -1.326  0.412  -1.834  0.02
H  -3.502  1.546  -1.260  0.08
H  -3.293  0.091  -0.278  0.08
H  -4.293  0.043  -1.732  0.07
C  3.696  -2.129  -8.257  0.00
C  2.570  -1.168  -7.948  -0.54
O  2.391  -0.731  -6.822  0.02
N  1.756  -0.805  -8.972  0.02
C  1.815  -1.221  -10.356  -0.07
H  4.239  -2.309  -7.335  0.08
H  3.311  -3.076  -8.638  0.08
H  4.377  -1.711  -8.999  0.09
H  1.028  -0.163  -8.699  0.14
H  1.963  -0.366  -11.018  0.08
H  0.897  -1.731  -10.653  0.08
H  2.643  -1.908  -10.502  0.08
C  -1.741  1.848  3.822  0.01
C  -2.650  1.980  2.627  -0.50
O  -3.594  1.221  2.432  -0.07
N  -2.384  2.979  1.751  0.03
C  -1.307  3.951  1.789  -0.06
H  -2.050  0.991  4.411  0.08
H  -0.703  1.691  3.531  0.08
H  -1.793  2.747  4.440  0.09
H  -3.014  3.006  0.965  0.13
H  -1.706  4.966  1.793  0.08
H  -0.684  3.823  0.904  0.07
H  -0.696  3.806  2.674  0.08
C  1.961  -1.145  4.171  -0.01
C  0.775  -1.129  5.112  -0.54
O  0.094  -0.114  5.251  -0.01
N  0.496  -2.248  5.805  0.02
C  1.215  -3.506  5.827  -0.08
H  2.046  -0.166  3.711  0.08
H  2.887  -1.360  4.706  0.08
H  1.834  -1.900  3.394  0.08
H  -0.327  -2.202  6.389  0.11
H  0.571  -4.322  5.503  0.07
H  1.545  -3.727  6.841  0.08
H  2.081  -3.452  5.173  0.07
C  2.279  1.681  6.665  -0.01
C  3.129  2.623  5.847  -0.54
O  3.968  2.223  5.058  0.03
N  2.920  3.960  6.015  0.00
C  1.973  4.611  6.892  -0.09
H  2.563  0.668  6.405  0.07
H  2.442  1.832  7.733  0.09
H  1.221  1.806  6.441  0.07
H  3.515  4.536  5.441  0.14
H  1.267  5.224  6.328  0.08
H  2.478  5.253  7.616  0.08
H  1.406  3.864  7.439  0.07
C  -3.143  -3.762  8.916  0.00
C  -2.423  -3.969  7.611  -0.52
O  -1.224  -3.742  7.471  0.00
N  -3.164  -4.378  6.555  0.02
C  -4.588  -4.652  6.513  -0.06
H  -2.430  -3.380  9.640  0.08
H  -3.941  -3.038  8.756  0.07
H  -3.600  -4.676  9.295  0.09
H  -2.633  -4.484  5.705  0.14
H  -4.773  -5.687  6.219  0.08
H  -5.088  -3.994  5.801  0.07
H  -5.035  -4.475  7.486  0.05
C  -5.207  -1.347  3.940  0.01
C  -5.906  -0.482  4.958  -0.53
O  -6.429  -0.966  5.955  0.01
N  -5.928  0.853  4.725  0.03
C  -5.345  1.563  3.604  -0.10
H  -5.279  -2.378  4.274  0.06
H  -5.663  -1.257  2.955  0.09
H  -4.156  -1.077  3.835  0.08
H  -6.409  1.385  5.433  0.13
H  -4.597  2.282  3.943  0.09
H  -6.109  2.104  3.042  0.09
H  -4.858  0.862  2.931  0.01
C  -1.653  -2.825  -9.109  -0.01
C  -0.535  -3.707  -8.592  -0.57
O  -0.070  -4.610  -9.271  0.01
N  -0.072  -3.451  -7.345  0.02
C  -0.503  -2.423  -6.412  -0.08
H  -1.902  -3.160  -10.111  0.08
H  -2.538  -2.895  -8.476  0.08
H  -1.345  -1.779  -9.145  0.07
H  0.668  -4.070  -7.055  0.14
H  0.319  -1.753  -6.158  0.06
H  -0.874  -2.854  -5.483  0.07
H  -1.299  -1.829  -6.850  0.07
C  -3.897  -5.261  -4.811  0.00
C  -5.092  -4.539  -4.229  -0.55
O  -5.430  -3.437  -4.627  0.02
N  -5.776  -5.161  -3.231  0.01
C  -5.514  -6.453  -2.636  -0.08
H  -3.469  -4.629  -5.583  0.07
H  -3.141  -5.451  -4.048  0.09
H  -4.185  -6.216  -5.251  0.08
H  -6.559  -4.628  -2.887  0.14
H  -6.362  -7.127  -2.766  0.08
H  -5.312  -6.361  -1.567  0.08
H  -4.647  -6.908  -3.104  0.07
C  11.037  1.457  -1.095  -0.01
C  11.101  1.474  -2.606  -0.54
O  10.178  1.895  -3.281  0.03
N  12.232  0.997  -3.191  0.01
C  13.414  0.460  -2.552  -0.08
H  10.076  1.866  -0.799  0.08
H  11.126  0.442  -0.707  0.08
H  11.833  2.062  -0.659  0.08
H  12.211  1.035  -4.198  0.14
H  14.299  1.045  -2.807  0.08
H  13.590  -0.574  -2.854  0.08
H  13.294  0.481  -1.474  0.07
C  -8.188  -3.477  10.218  -0.01
C  -7.273  -2.721  9.283  -0.53
O  -6.213  -3.182  8.880  0.01
N  -7.647  -1.495  8.858  0.02
C  -8.839  -0.745  9.175  -0.08
H  -7.724  -4.434  10.437  0.08
H  -8.338  -2.931  11.149  0.08
H  -9.162  -3.647  9.759  0.08
H  -6.991  -1.103  8.192  0.11
H  -9.426  -0.550  8.275  0.08
H  -8.590  0.215  9.631  0.08
H  -9.459  -1.300  9.874  0.07

Values from the calculation:
Electronic energy in eV: -114499.5927
Maximum force in eV/A: 6.056
HOMO energy in eV: -8.8
Frontier orbital gap in hartree: 0.340



2.
CN2O2 | wB97M-V/def2-TZVPD

Each line ends with the Löwdin charge.
Element x y z (Å)
C  1.333  -0.552  0.117  0.02
N  -1.247  1.440  -0.240  0.23
N  -1.258  0.329  -0.118  -0.37
O  -1.279  -0.769  0.212  0.04
O  2.450  -0.448  0.028  0.08

Values from the calculation:
Electronic energy in eV: -8109.6781
Maximum force in eV/A: 3.304
HOMO energy in eV: -11.8
Frontier orbital gap in hartree: 0.472